Entry 1:
ORCA calculation (wB97M-V/def2-TZVPD) on an isolated molecule of C10H10N4O2S in a non-equilibrium geometry.

HOMO-LUMO gap   8.95 eV
Charge   0
SMILES string   CSc1nc(C)cc(-n2ccc(=O)[nH]c2=O)n1
Strongest force on any atom   0.066 hartree/bohr
ΔE to the lowest compared entry with this formula, charge and spin   0.0000 eV
HOMO energy   -8.92 eV

Last columns: bonded neighbours and bond lengths (Å).
Element x y z (Å)
1 C -3.67886 -0.64524 -3.02733  S2 1.831, H18 1.090, H19 1.082, H20 1.113
2 S -2.80537 0.76182 -2.24586  C1 1.831, C3 1.739
3 C -1.44769 0.05080 -1.42478  S2 1.739, N4 1.329, N17 1.346
4 N -1.08262 -1.18821 -1.73846  C3 1.329, C5 1.333
5 C -0.09977 -1.76120 -1.04322  N4 1.333, C6 1.489, C7 1.357
6 C 0.22556 -3.18768 -1.31844  C5 1.489, H21 1.089, H22 1.124, H23 1.064
7 C 0.50469 -1.11771 -0.01227  C5 1.357, C8 1.368, H24 1.079
8 C 0.22145 0.20989 0.15582  C7 1.368, N9 1.402, N17 1.344
9 N 0.87766 0.98238 1.12508  C8 1.402, C10 1.395, C15 1.370
10 C 0.25347 2.10729 1.66378  N9 1.395, C11 1.398, H25 1.096
11 C 0.91671 2.92763 2.58083  C10 1.398, C12 1.454, H26 1.081
12 C 2.22566 2.50945 3.05690  C11 1.454, O13 1.196, N14 1.365
13 O 2.78165 3.02124 3.98449  C12 1.196
14 N 2.76909 1.36287 2.55458  C12 1.365, C15 1.349, H27 0.987
15 C 2.17315 0.75472 1.50837  N9 1.370, N14 1.349, O16 1.207
16 O 2.93656 0.01393 0.93870  C15 1.207
17 N -0.80300 0.78424 -0.49799  C3 1.346, C8 1.344
18 H -4.62098 -0.31879 -3.46884  C1 1.090
19 H -3.87461 -1.42802 -2.30579  C1 1.082
20 H -3.06087 -1.09892 -3.83356  C1 1.113
21 H -0.55135 -3.75706 -0.81120  C6 1.089
22 H 0.25037 -3.39990 -2.42162  C6 1.124
23 H 1.17284 -3.41014 -0.88916  C6 1.064
24 H 1.27438 -1.64074 0.53400  C7 1.079
25 H -0.79414 2.28823 1.39654  C10 1.096
26 H 0.48087 3.81552 3.01783  C11 1.081
27 H 3.75515 1.36360 2.52159  N14 0.987

---

Entry 2:
ORCA calculation (wB97M-V/def2-TZVPD) on an isolated molecule of C2H4NO3P in a non-equilibrium geometry.

HOMO-LUMO gap (spin up / spin down)   6.87 / 6.12 eV
Charge   0
Spin multiplicity   3
Strongest force on any atom   0.149 hartree/bohr
ΔE to the lowest compared entry with this formula, charge and spin   0.5751 eV
HOMO energy (spin up / spin down)   -6.17 / -11.05 eV

Last columns: bonded neighbours and bond lengths (Å).
Element x y z (Å)
1 C -1.18870 -1.28430 0.33188  C2 1.572, O4 1.135
2 C -1.09166 0.24360 -0.02508  C1 1.572, N3 1.394, H8 1.032, H9 1.102
3 N 0.08526 0.95603 0.20128  C2 1.394, P7 1.743, H10 1.033
4 O -1.54867 -2.35805 0.41235  C1 1.135
5 O 2.60810 0.43194 0.67590  P7 1.431
6 O 0.99177 -1.26799 -0.53033  P7 1.522
7 P 1.55019 0.11704 -0.23423  N3 1.743, O5 1.431, O6 1.522, H11 1.471
8 H -1.32079 0.25247 -1.03105  C2 1.032
9 H -1.89733 0.78413 0.49655  C2 1.102
10 H 0.00268 1.27005 1.18241  N3 1.033
11 H 1.80914 0.85508 -1.47969  P7 1.471

---

Entry 3:
ORCA calculation (wB97M-V/def2-TZVPD) on an isolated molecule of C6H11NO in a non-equilibrium geometry.

HOMO-LUMO gap   9.32 eV
Charge   0
SMILES string   CC1=N[C@H](C)[C@]1(C)O
Strongest force on any atom   0.062 hartree/bohr
ΔE to the lowest compared entry with this formula, charge and spin   2.3742 eV
HOMO energy   -8.57 eV

Last columns: bonded neighbours and bond lengths (Å).
Element x y z (Å)
1 C 1.15772 -0.24346 2.07628  C2 1.483, H9 1.092, H10 1.092, H11 1.094
2 C 0.57548 -0.39627 0.72140  C1 1.483, N3 1.309, C6 1.469
3 N 1.01418 -1.14902 -0.25591  C2 1.309, C4 1.418
4 C 0.23159 -0.58272 -1.29380  N3 1.418, C5 1.513, C6 1.851, H12 1.095
5 C 0.86200 0.51048 -2.12903  C4 1.513, H13 1.096, H14 1.093, H15 1.094
6 C -0.61908 0.22677 0.13679  C2 1.469, C4 1.851, C7 1.514, O8 1.409
7 C -1.95765 -0.46906 0.26682  C6 1.514, H16 1.093, H17 1.096, H18 1.091
8 O -0.82622 1.61156 0.29511  C6 1.409, H19 0.967
9 H 0.37111 -0.16773 2.83006  C1 1.092
10 H 1.79744 -1.10113 2.29437  C1 1.092
11 H 1.77929 0.65591 2.12822  C1 1.094
12 H -0.30438 -1.31859 -1.90303  C4 1.095
13 H 1.54694 0.07497 -2.86622  C5 1.096
14 H 1.42531 1.21495 -1.51208  C5 1.093
15 H 0.10038 1.07260 -2.67682  C5 1.094
16 H -2.65081 -0.13557 -0.50973  C7 1.093
17 H -2.40682 -0.22151 1.23564  C7 1.096
18 H -1.85005 -1.55103 0.18066  C7 1.091
19 H -0.24642 1.96887 0.98127  O8 0.967